a.
This record from OMol25 describes the molecule C3H4N2OS. The level of theory is ωB97M-V with the def2-TZVPD basis set.

Each line ends with the Löwdin charge.
Element x y z (Å)
H: -2.14858 -2.16627 0.05637  0.056
C: 0.41694 1.07740 0.01557  -0.070
N: -2.24187 -1.15888 0.00751  0.144
C: -1.13741 -0.60092 -0.05394  -0.522
H: 3.24115 0.49152 -0.16878  -0.115
H: 0.74035 2.09099 0.20333  0.115
C: 1.03658 -0.11279 0.00667  -0.701
O: 0.11580 -1.13873 -0.03552  0.012
H: -1.69479 1.44532 0.13379  0.136
S: 2.66538 -0.71317 -0.02639  0.848
N: -0.99355 0.78553 -0.13861  0.095

Summary:
HOMO level, eV: -7.90


b.
This record from OMol25 describes the molecule C3H4N2OS. The level of theory is ωB97M-V with the def2-TZVPD basis set.

Each line ends with the Löwdin charge.
Element x y z (Å)
H: -2.60059 -1.10168 -0.10218  0.097
H: 2.35551 0.88294 0.42239  -0.120
O: -1.27036 0.55274 0.23337  0.036
N: 0.60868 1.84961 -0.17614  0.080
H: -0.18464 2.64888 -0.00660  0.140
C: 0.01171 0.75133 -0.07903  -0.648
N: 0.61063 -0.46085 -0.10842  -0.410
S: 2.33479 -0.42047 0.06296  0.821
C: -0.32528 -1.43389 -0.10599  -0.090
H: 0.04988 -2.46939 -0.16144  0.126
C: -1.59035 -0.79922 0.02109  -0.031

Summary:
HOMO level, eV: -7.91


Result of the stability comparison: a is the most stable of them.


a.
This record from OMol25 describes the molecule C3H4N2OS. The level of theory is ωB97M-V with the def2-TZVPD basis set.

Each line ends with the Löwdin charge.
Element x y z (Å)
C: 0.47604 1.14088 0.86541  -0.608
N: -1.64344 0.82847 -0.98404  0.108
C: 1.05329 -1.20007 0.28734  -0.262
N: 0.19496 -0.05294 0.20323  -0.101
H: 0.55145 -1.94256 -0.28723  0.109
H: -0.99309 -1.14869 -1.14245  0.128
S: 1.52066 1.36969 2.10393  0.715
H: -2.22385 0.45474 -1.73717  0.051
O: 2.12929 -1.21718 0.81506  0.057
C: -0.81982 -0.13086 -0.75691  -0.240
H: -0.24548 1.89851 0.63281  0.045

Summary:
HOMO level, eV: -8.65


b.
This record from OMol25 describes the molecule C3H4N2OS. The level of theory is ωB97M-V with the def2-TZVPD basis set.

Each line ends with the Löwdin charge.
Element x y z (Å)
N: 1.69482 -0.04376 -0.46922  0.112
C: 0.72789 0.46082 -1.16622  -0.534
H: 0.14973 1.86789 -2.82385  0.229
C: -0.23493 -0.41696 0.59954  -0.711
H: 1.89744 1.07366 -2.52733  0.054
N: 0.96234 1.15908 -2.30981  0.128
O: -0.48596 0.24689 -0.64379  0.011
H: 1.57083 -1.12430 1.41849  0.112
H: -1.10748 0.60213 2.43807  -0.039
S: -1.64390 -0.50664 1.62354  0.775
C: 1.02028 -0.72645 0.58695  -0.138

Summary:
HOMO level, eV: -8.52


c.
This record from OMol25 describes the molecule C3H4N2OS. The level of theory is ωB97M-V with the def2-TZVPD basis set.

Each line ends with the Löwdin charge.
Element x y z (Å)
H: 0.51238 0.32092 2.85192  -0.114
O: -0.38826 -1.96970 0.15290  0.038
C: 0.25531 -0.23743 -1.40414  -0.027
C: -0.22863 0.47455 0.66618  -0.708
H: 0.54954 1.79337 -1.93011  0.128
N: 0.12008 1.57704 0.05556  0.055
H: -0.86033 -1.98892 1.00185  0.085
N: 0.45041 1.11074 -1.22204  -0.025
C: -0.17480 -0.68735 -0.19659  -0.362
S: -0.72790 0.39801 2.32451  0.804
H: 0.49219 -0.79124 -2.30004  0.126

Summary:
HOMO level, eV: -8.70


d.
This record from OMol25 describes the molecule C3H4N2OS. The level of theory is ωB97M-V with the def2-TZVPD basis set.

Each line ends with the Löwdin charge.
Element x y z (Å)
N: -0.18553 -1.91371 0.43652  -0.059
O: -0.97654 -1.69356 1.62653  -0.167
H: 0.66683 2.01575 -0.78571  -0.120
N: -0.10325 0.43116 0.66228  -0.378
C: 0.11378 -0.56435 -0.06374  -0.505
S: -0.20225 2.11240 0.30980  0.758
H: 1.27851 -0.14469 -3.64592  0.090
H: 0.81999 -2.35896 0.66485  0.177
H: -0.40564 -0.73169 1.92490  0.164
C: 1.05391 -0.33337 -2.51887  0.132
C: 0.61732 -0.54435 -1.38718  -0.093

Summary:
HOMO level, eV: -9.30


Result of the stability comparison: c is the most stable of them.


a.
This record from OMol25 describes a cluster of 2 separate species, C3H4N2OS in total. The level of theory is ωB97M-V with the def2-TZVPD basis set.

Each line ends with the Löwdin charge.
Element x y z (Å)
O: 0.00324 2.66776 0.17916  0.124
H: 2.19579 -1.06536 -0.72409  0.051
S: -3.24931 -1.70848 -0.25834  0.612
C: 1.01390 0.36517 0.34552  -0.174
H: 2.25844 0.51069 -1.46707  0.114
H: 0.90276 -0.28956 1.19269  0.098
N: -2.87575 -0.26799 1.94149  0.173
C: 0.46936 1.56352 0.31456  -0.175
N: -2.98335 -0.89283 1.02740  -0.782
H: 0.73469 -0.63887 -1.61969  0.083
C: 1.53023 -0.24404 -0.93163  -0.125

Summary:
HOMO level, eV: -9.03


b.
This record from OMol25 describes a structure of composition C3H4N2OS. The level of theory is ωB97M-V with the def2-TZVPD basis set.

Each line ends with the Löwdin charge.
Element x y z (Å)
C: -0.01635 -0.27419 -0.27030  -0.394
H: 1.43286 0.78702 0.56356  0.118
N: -0.61724 -1.05595 0.58098  -0.355
H: 0.20289 -1.58526 -2.25817  0.149
S: -1.18220 -0.36460 2.15292  0.535
C: 0.24080 -0.62649 -1.63351  -0.077
H: -0.84245 -1.99697 2.63948  0.047
N: 1.01824 0.27163 -2.20946  0.044
C: 0.72700 1.13308 -0.16025  -0.111
O: 1.19295 1.33755 -1.46149  -0.110
H: 0.06267 2.02421 0.08401  0.154

Summary:
HOMO level, eV: -8.86


c.
This record from OMol25 describes a structure of composition C3H4N2OS. The level of theory is ωB97M-V with the def2-TZVPD basis set.

Each line ends with the Löwdin charge.
Element x y z (Å)
C: 0.90358 -0.60878 -0.77361  -0.176
C: -0.00808 0.99099 0.07117  -0.467
N: -0.40322 2.13057 0.78496  0.098
O: -0.98155 -0.02391 -0.08298  0.034
N: 1.05174 0.69175 -0.45739  0.139
H: -0.22326 -3.36334 0.55910  -0.147
S: -0.75343 -2.89345 -0.59103  0.752
H: 1.67391 -1.10790 -1.20492  0.078
C: -0.30573 -1.09963 -0.49968  -0.618
H: -1.33721 2.37322 1.31937  0.154
H: 0.38325 2.91048 0.87501  0.153

Summary:
HOMO level, eV: -8.42


Result of the stability comparison: c is the most stable of them.


a.
This record from OMol25 describes the molecule C6H5NO3. The level of theory is ωB97M-V with the def2-TZVPD basis set.

Each line ends with the Löwdin charge.
Element x y z (Å)
H: -1.57942 0.47097 2.06514  0.164
C: -0.56197 -0.16812 2.13604  0.046
C: 0.67525 1.10393 0.15544  -0.114
N: -0.90416 -0.67915 -3.76282  0.196
O: -1.03886 -0.52856 -0.31133  0.078
C: -0.71348 -0.81745 -2.64711  -0.131
O: 0.82637 -1.51628 -0.87961  0.091
C: 0.65792 1.44764 -1.08658  0.163
H: -0.51541 -1.24925 2.39903  0.112
H: 1.21572 2.11407 -1.58872  0.012
H: 0.16225 0.43520 2.60257  0.054
H: 1.18934 1.64994 1.01013  0.136
C: -0.00999 -0.15821 0.70617  -0.491
O: 0.89167 -1.21963 0.52890  0.041
C: -0.29523 -0.88511 -1.32725  -0.356

Summary:
HOMO level (alpha / beta), eV: -7.99 / -9.02


b.
This record from OMol25 describes a structure of composition C6H5NO3. The level of theory is ωB97M-V with the def2-TZVPD basis set.

Each line ends with the Löwdin charge.
Element x y z (Å)
C: 3.21562 -4.36240 0.76346  -0.154
H: 3.20738 -6.20516 2.05116  0.137
H: 1.42129 -2.78802 4.09012  -0.008
O: 1.38961 -2.66184 5.04710  -0.069
C: 2.20114 -4.87555 -0.13905  0.064
H: 4.02868 -3.89436 0.18839  0.165
C: 2.81485 -3.44324 1.93311  -0.445
H: 4.82101 -5.38080 1.96253  0.131
N: -1.05583 -5.50179 -1.82175  0.167
C: 0.04152 -5.41740 -1.44946  -0.221
C: 1.24778 -5.26860 -0.77995  0.010
O: 3.27518 -4.27025 2.87977  0.069
O: 2.17831 -2.44720 2.09282  0.162
C: 3.73577 -5.25780 1.90954  -0.050
H: 2.30648 -2.45534 5.30002  0.042

Summary:
HOMO level, eV: -10.92


Result of the stability comparison: b is the most stable of them.


a.
This record from OMol25 describes a cluster of 3 separate species, C3H6ClN2 in total. The level of theory is ωB97M-V with the def2-TZVPD basis set.

Each line ends with the Löwdin charge.
Element x y z (Å)
H: -0.41289 0.21552 -0.03213  0.068
H: -1.64889 -1.11913 -0.11467  0.184
C: -1.06305 -0.44954 4.25477  -0.660
N: -1.11951 -0.36586 -0.64684  0.266
Cl: -2.66773 -0.72855 4.70687  0.664
H: 1.89676 2.34541 2.19102  0.136
H: -0.53466 -0.98782 -1.17735  0.131
C: 0.01653 -0.63249 3.72925  -0.010
H: 0.97887 -0.36706 3.38452  -0.007
H: -1.65569 0.27727 -1.17980  0.127
N: 0.63800 0.98494 1.04879  0.093
C: 1.11916 1.60326 1.85590  0.008

Summary:
HOMO level, eV: -13.15
Charge: +1


b.
This record from OMol25 describes a cluster of 2 separate species, C3H6ClN2 in total. The level of theory is ωB97M-V with the def2-TZVPD basis set.

Each line ends with the Löwdin charge.
Element x y z (Å)
N: -0.36554 -0.17864 -0.04679  0.220
Cl: 4.45106 0.36071 0.00038  0.750
C: 2.01959 -0.84389 0.03043  -0.132
H: -3.43351 -0.41702 0.42049  0.130
C: 0.72250 -0.48550 0.12561  -0.170
H: 2.44327 -1.87866 -0.20367  0.169
H: -3.12213 0.21619 -0.94569  0.122
H: 2.14966 1.10550 0.23171  0.079
C: 2.75602 0.25858 0.05092  -0.543
H: -1.66654 0.33227 -0.06176  0.046
H: -3.11785 1.22969 0.37385  0.139
N: -2.83653 0.30077 0.02454  0.190

Summary:
HOMO level, eV: -13.97
Charge: +1


Result of the stability comparison: b is the most stable of them.


a.
This record from OMol25 describes the ion ClHNO2S2 with charge -1. The level of theory is ωB97M-V with the def2-TZVPD basis set.

Each line ends with the Löwdin charge.
Element x y z (Å)
Cl: -2.83085 1.67211 -0.19641  -0.236
S: 0.77454 -0.94976 -0.57747  0.725
S: -1.92721 -0.25294 0.47784  0.241
H: 1.34412 1.05178 0.06833  0.009
O: 1.73680 0.41838 -0.54456  -0.395
N: -0.37133 0.03821 0.46241  -0.811
O: 1.27394 -1.97778 0.30985  -0.532

Summary:
HOMO level, eV: -3.45
Charge: -1


b.
This record from OMol25 describes a structure of composition ClHNO2S2. The level of theory is ωB97M-V with the def2-TZVPD basis set.

Each line ends with the Löwdin charge.
Element x y z (Å)
S: -0.58191 1.61260 -0.69669  0.363
S: 0.25259 -0.87761 1.22284  0.616
O: 1.16353 -1.79613 0.49325  -0.586
H: 0.73559 -0.48910 -1.17211  0.163
N: 0.12592 0.25903 -0.33204  -0.788
Cl: -2.53710 1.26313 -1.73875  -0.212
O: 0.84139 0.02808 2.22352  -0.555

Summary:
HOMO level, eV: -4.40
Charge: -1


Result of the stability comparison: b is the most stable of them.